Density functional theory data (wB97M-V/def2-TZVPD) for the molecule C3H5NO2.

Last columns: bonded neighbours and bond lengths (Å).
Positions of all 11 atoms, in Å:
1 O 1.78700 -0.49166 -1.04041  C2 1.345, H7 0.980
2 C 1.55743 -0.15296 0.24098  O1 1.345, C3 1.341, H8 1.086
3 C 0.31601 -0.27250 0.73354  C2 1.341, N4 1.442, H9 1.088
4 N -0.65309 -0.76604 -0.21319  C3 1.442, C5 1.274
5 C -1.57954 0.07022 -0.47093  N4 1.274, O6 1.337, H10 1.090
6 O -1.65834 1.27305 0.10721  C5 1.337, H11 0.973
7 H 0.91956 -0.85978 -1.31075  O1 0.980
8 H 2.43822 0.16079 0.79297  C2 1.086
9 H 0.06526 -0.15982 1.78624  C3 1.088
10 H -2.36318 -0.12982 -1.20239  C5 1.090
11 H -0.81489 1.31667 0.59101  O6 0.973

Properties
E_tot in eV: -8775.897
Relative energy (zero: lowest compared OMol25 entry of this formula, charge and spin) in kcal/mol: 41.5
LUMO energy in eV: 0.8796
HOMO in Ha: -0.3230
SMILES: O/C=C\N=C/O

natural (NBO) population analysis, charges in e, atoms 1 to 8: -0.668, 0.165, -0.288, -0.560, 0.438, -0.661, 0.496, 0.193